100
Properties=species:S:1:pos:R:3 method="wB97M-V/def2-TZVPD" e_lumo_ev=0.28 spin_multiplicity=1 total_charge=0 gap_ev=8.4 homo_energy_ev=-8.1
F 3.93267 -4.06728 -4.04700
C 3.59427 -3.28128 -3.01074
C 2.39017 -3.50509 -2.36860
C 2.05841 -2.76423 -1.24177
C 2.90033 -1.72876 -0.85603
C 4.13010 -1.55409 -1.46555
C 4.48665 -2.33744 -2.55651
H 1.73632 -4.30078 -2.70912
H 1.09403 -2.88667 -0.77659
H 2.57504 -1.16391 0.00873
H 4.78773 -0.74775 -1.16337
H 5.46751 -2.25853 -3.00637
F 2.55848 0.08656 2.21080
C 3.65290 0.73932 1.76199
C 3.54038 2.06985 1.43953
C 4.69101 2.80618 1.17266
C 5.92618 2.17754 1.14137
C 5.99499 0.81930 1.39271
C 4.86669 0.07641 1.70854
H 2.59351 2.59626 1.47857
H 4.60465 3.86067 0.94030
H 6.82133 2.74037 0.91442
H 6.95695 0.32352 1.32705
H 4.93095 -0.99013 1.87615
F 1.67659 -1.76614 -4.80946
C 0.61626 -0.95980 -4.63444
C 0.72177 0.36281 -5.02125
C -0.36180 1.19872 -4.80847
C -1.47599 0.71302 -4.13749
C -1.56623 -0.60694 -3.72373
C -0.51211 -1.46385 -4.01249
H 1.61015 0.72615 -5.52286
H -0.33866 2.20379 -5.20565
H -2.29939 1.41709 -4.06812
H -2.44511 -0.92699 -3.18059
H -0.46675 -2.45846 -3.58176
F -2.09070 -1.84496 3.09437
C -2.13999 -2.92222 3.90829
C -1.13155 -3.11191 4.84267
C -1.14194 -4.27764 5.58147
C -2.20108 -5.16953 5.48733
C -3.23589 -4.92941 4.58064
C -3.18537 -3.81381 3.75942
H -0.32337 -2.39030 4.84701
H -0.29124 -4.49641 6.21455
H -2.19776 -6.09760 6.04362
H -4.05815 -5.61429 4.42241
H -3.96350 -3.57415 3.04443
C -0.29567 -0.57081 0.61363
S -0.49784 1.06979 -0.05523
O 0.08275 2.05579 0.89645
C 0.73617 1.01201 -1.36945
H -0.93778 -0.65657 1.48756
H 0.72509 -0.89060 0.79996
H -0.70808 -1.24601 -0.14957
H 0.60404 1.87847 -2.00439
H 0.55111 0.09897 -1.93997
H 1.71080 0.98478 -0.88672
C -4.06360 0.62983 4.35768
S -3.25290 2.11949 3.73153
O -3.30995 3.17580 4.74837
C -1.61080 1.43713 3.73019
H -4.34203 0.04072 3.48323
H -4.97110 0.94943 4.86819
H -3.45041 0.04722 5.04434
H -1.56902 0.54062 3.11936
H -1.23335 1.33306 4.75123
H -0.92617 2.17128 3.29512
C -4.66677 5.04888 0.36401
S -3.24588 5.39061 1.39645
O -3.60282 5.28144 2.81979
C -2.34993 3.90233 0.93347
H -5.36669 5.88243 0.41536
H -5.20893 4.13804 0.62097
H -4.26711 4.99700 -0.65193
H -3.02245 3.04447 0.89356
H -1.62417 3.70648 1.71663
H -1.83071 4.03937 -0.01312
C 2.74268 6.11851 -3.43932
S 3.08397 5.54440 -1.77869
O 2.20640 6.26940 -0.82839
C 2.32628 3.92729 -1.93760
H 3.44343 5.58136 -4.08454
H 3.03838 7.16771 -3.46715
H 1.70852 6.02645 -3.76359
H 2.67875 3.25399 -1.16085
H 2.54072 3.46938 -2.90670
H 1.25540 4.09958 -1.82708
C -0.92332 -4.34094 0.21777
O -1.11359 -4.12118 -1.18131
C -2.39028 -4.12704 -1.58642
O -3.36039 -4.18849 -0.87938
O -2.39537 -4.05068 -2.91380
C -3.68054 -4.00538 -3.50218
H -1.36074 -5.28037 0.55252
H -1.36813 -3.52807 0.79216
H 0.14578 -4.37693 0.39610
H -3.56945 -3.89887 -4.57657
H -4.28013 -3.16202 -3.14443
H -4.27363 -4.89673 -3.28831

***

109
Properties=species:S:1:pos:R:3 method="wB97M-V/def2-TZVPD" e_lumo_ev="3.88 / 3.87" spin_multiplicity=3 total_charge=-2 relative_energy_kj_mol=52.0 gap_ev="5.9 / 5.9" homo_energy_ev="-2.0 / -2.0"
Ti -1.54767 -0.74945 0.75884
C -2.00667 3.46465 4.55144
Si -0.57177 2.42285 5.25154
C 0.79593 3.62635 5.85924
C -1.09927 1.40615 6.79344
C 0.23853 1.25395 4.02454
C 1.60153 1.07805 3.92204
C 2.11353 0.10915 3.06124
C 1.24333 -0.54105 2.21364
N -0.06407 -0.29295 2.19074
C -0.58137 0.48965 3.16584
S -2.26437 0.44085 3.30974
H -2.05147 4.45925 4.98774
H -2.95127 2.96345 4.72884
H -1.90607 3.56395 3.47364
H 0.40053 4.33085 6.58294
H 1.21303 4.19675 5.03654
H 1.60773 3.09095 6.34024
H -1.55877 2.03345 7.55324
H -0.23997 0.91205 7.24304
H -1.81177 0.63995 6.50464
H 2.26093 1.68545 4.52664
H 3.16583 -0.11205 3.01444
H 1.61713 -1.29025 1.51974
C -1.94097 0.05065 -3.81506
O -0.69577 0.06115 -3.13936
C 0.38043 -0.39175 -3.80566
O 0.34333 -0.77175 -4.95966
C 1.52913 -0.53875 -2.90586
C 2.78573 -0.26215 -3.31626
As 4.51583 -0.97645 -2.62516
C 4.26263 -2.63655 -3.72076
C 3.73013 -1.70995 -1.02126
C 2.70043 -0.86755 -0.52686
As 0.86953 -1.06725 -1.07376
C 0.78493 -2.98805 -1.50366
C 3.04653 0.49925 -0.40846
O 4.16513 0.99875 -0.55616
O 1.98753 1.27925 0.01774
C 2.32983 2.60515 0.34804
C 4.16093 -2.84895 -0.34346
O 3.66003 -3.39585 0.64004
O 5.40623 -3.30295 -0.85016
C 6.12483 -4.12195 0.02934
C 2.97043 0.54745 -4.51256
O 2.25793 1.44055 -4.91226
O 4.15143 0.25015 -5.12946
C 4.50383 1.05855 -6.23156
H -2.67357 -0.35545 -3.12076
H -1.87197 -0.57945 -4.70266
H -2.21287 1.06815 -4.09866
H 4.40123 -2.39555 -4.77306
H 3.25003 -3.01235 -3.59316
H 4.97333 -3.40605 -3.42736
H 1.67333 -3.31125 -2.05106
H -0.11197 -3.16665 -2.10356
H 0.71473 -3.56685 -0.58176
H 1.41063 3.07755 0.69154
H 2.72543 3.12315 -0.52926
H 3.08673 2.61475 1.13794
H 6.65103 -4.88515 -0.54776
H 5.43053 -4.59425 0.73334
H 6.84533 -3.52075 0.59944
H 5.53553 0.80235 -6.47166
H 4.41673 2.11925 -5.98086
H 3.84963 0.86445 -7.08826
C -4.04847 4.24875 -5.18426
C -3.49397 3.60705 -3.94386
C -4.29077 2.88945 -3.06906
C -3.78197 2.36385 -1.88896
C -4.70047 1.56575 -1.01566
C -2.43897 2.55725 -1.54586
Te -1.66027 1.93685 0.37414
C -1.62167 3.24765 -2.44446
C -0.16207 3.44155 -2.18506
C -2.15567 3.75735 -3.61896
H -4.95727 3.75255 -5.51706
H -3.31907 4.22605 -5.99206
H -4.28787 5.29435 -4.98126
H -5.33807 2.74035 -3.30366
H -5.74347 1.71045 -1.29666
H -4.56917 1.85075 0.03094
H -4.46267 0.50325 -1.11026
H 0.31283 2.47975 -1.99416
H -0.01037 4.07055 -1.30776
H 0.31493 3.89925 -3.04786
H -1.51107 4.28625 -4.30996
C -4.94607 -1.77595 3.07674
C -4.09347 -3.01095 2.83214
O -2.77147 -2.61135 2.52774
P -1.87797 -3.43735 1.42284
O -0.73087 -2.49875 1.15914
Te -3.06577 -4.38525 -0.32486
O -1.26257 -4.62785 2.37164
C -0.44047 -4.20775 3.44674
C 1.03393 -4.39135 3.12814
H -5.96767 -2.06445 3.31864
H -4.92257 -1.16285 2.17584
H -4.52547 -1.18825 3.88944
H -4.50627 -3.59045 1.98594
H -4.05797 -3.65825 3.72284
H -0.73367 -4.81725 4.31264
H -0.65197 -3.15765 3.69164
H 1.22273 -5.41855 2.82754
H 1.63063 -4.15565 4.00744
H 1.33543 -3.73635 2.31564
O -1.92857 -1.21885 -0.93966
N -3.21917 -1.38935 -0.61216
O -3.32207 -0.89325 0.63154